# 1
{"formula": "C27H28F6N6O6S2Se2W", "method": "ωB97M-V/def2-TZVPD", "molar_mass_g_mol": 1052.44, "max_force_ha_per_bohr": 0.07458, "gap_ev": [6.39, 4.61], "homo_energy_ev": [-7.32, -7.51], "spin_multiplicity": 3, "total_charge": 0, "symbols": ["W", "C", "C", "C", "C", "C", "N", "C", "C", "C", "C", "C", "C", "C", "N", "C", "C", "C", "N", "C", "C", "N", "C", "C", "C", "N", "H", "H", "H", "H", "H", "H", "H", "H", "H", "H", "H", "H", "H", "H", "H", "H", "H", "H", "O", "C", "C", "C", "O", "C", "Se", "C", "Se", "H", "H", "H", "H", "H", "H", "H", "H", "H", "H", "F", "C", "F", "F", "S", "O", "O", "N", "S", "O", "O", "C", "F", "F", "F"], "coordinates": [[0.6983, 0.0359, 0.7187], [-2.7657, -5.8182, 1.9391], [-2.3257, -4.5454, 1.2701], [-3.1731, -3.4399, 1.1877], [-2.7237, -2.2380, 0.6950], [-1.4226, -2.0684, 0.1975], [-1.0078, -0.7980, -0.3025], [-2.0637, -0.2192, -1.0399], [-2.7392, -1.0329, -1.9690], [-3.8686, -0.6243, -2.6426], [-4.4083, 0.6432, -2.4311], [-5.6349, 1.1111, -3.1668], [-3.7205, 1.4775, -1.5709], [-2.5629, 1.0648, -0.9153], [-1.8438, 2.0492, -0.1844], [-2.3075, 3.1483, 0.4247], [-1.2331, 3.9827, 0.6498], [-0.1384, 3.2840, 0.1384], [-0.5128, 2.1050, -0.3521], [-0.6169, -3.1879, 0.2349], [-1.0423, -4.3928, 0.7867], [0.6655, -3.1682, -0.4001], [1.3464, -4.2210, -0.8875], [2.4813, -3.7369, -1.4952], [2.3961, -2.3536, -1.3187], [1.2894, -2.0179, -0.6641], [-3.8031, -6.0525, 1.6995], [-2.6939, -5.7178, 3.0243], [-2.1430, -6.6622, 1.6428], [-4.1826, -3.5081, 1.5767], [-3.3737, -1.3747, 0.7228], [-2.3522, -2.0304, -2.1335], [-4.3426, -1.3006, -3.3450], [-6.3640, 0.3068, -3.2666], [-5.3807, 1.4496, -4.1736], [-6.1134, 1.9422, -2.6494], [-4.0665, 2.4934, -1.4220], [-3.3509, 3.2516, 0.6682], [-1.2418, 4.9448, 1.1299], [0.8951, 3.5744, 0.0841], [-0.3476, -5.2205, 0.8569], [0.9664, -5.2230, -0.8063], [3.2514, -4.3004, -1.9901], [3.0722, -1.5939, -1.6688], [6.0051, 2.6456, -1.3269], [5.8843, 1.4509, -0.5672], [4.4116, 1.2304, -0.1749], [4.0281, 2.4212, 0.6958], [2.6365, 2.4130, 0.9306], [4.3941, -0.1146, 0.5570], [2.8842, -0.6705, 1.6570], [3.6204, 1.1799, -1.4812], [1.7168, 0.8225, -1.4873], [6.9118, 2.7334, -1.6334], [6.4819, 1.5062, 0.3492], [6.2274, 0.5871, -1.1480], [4.3084, 3.3452, 0.1841], [4.5912, 2.3509, 1.6335], [2.4099, 3.0294, 1.6368], [5.2196, -0.1393, 1.2711], [4.5601, -0.9161, -0.1667], [4.0025, 0.3786, -2.1233], [3.7071, 2.1179, -2.0295], [-1.4573, -2.7632, 3.4489], [-1.3641, -1.6418, 4.1668], [-2.5719, -1.3669, 4.6588], [-0.5384, -1.8931, 5.1838], [-0.7941, -0.1954, 3.1283], [0.1743, -1.1562, 2.2860], [-1.9946, 0.0708, 2.3672], [-0.5042, 0.6590, 4.3950], [-0.5177, 2.3275, 4.2582], [0.3058, 1.1920, 1.9710], [-1.0521, 2.8452, 5.5199], [1.3443, 2.5899, 4.4795], [1.6450, 2.7635, 5.7596], [2.1168, 1.6282, 3.9917], [1.6673, 3.7306, 3.8131]], "forces_ev_per_a": [[-1.087, 0.400, 0.518], [0.014, 0.039, -0.023], [0.069, -0.016, -0.023], [-0.024, 0.035, 0.025], [-0.071, 0.048, 0.176], [-0.291, 0.331, -0.002], [0.044, 0.347, 0.587], [0.152, -0.448, -0.391], [0.054, 0.027, -0.114], [0.026, -0.071, 0.018], [-0.007, 0.060, 0.044], [0.023, -0.012, 0.024], [-0.044, 0.047, -0.133], [0.003, 0.438, 0.191], [-0.068, -0.471, 0.002], [-0.026, 0.130, 0.165], [0.038, -0.058, -0.013], [-0.200, 0.182, -0.181], [0.332, 0.486, -0.193], [0.511, -0.298, -0.355], [-0.052, -0.127, 0.094], [-0.472, -0.004, 0.221], [0.086, -0.145, -0.103], [-0.031, 0.151, 0.050], [-0.014, -0.098, -0.277], [0.383, -0.008, 0.334], [0.007, -0.006, -0.012], [-0.006, 0.003, 0.006], [-0.011, 0.001, -0.011], [0.007, 0.001, -0.011], [-0.016, -0.041, -0.046], [-0.028, 0.001, -0.004], [0.003, -0.003, 0.019], [-0.001, 0.005, 0.011], [0.003, -0.004, -0.002], [0.000, -0.006, 0.000], [0.037, 0.008, -0.034], [-0.001, 0.005, -0.039], [-0.005, -0.003, 0.008], [0.028, -0.039, 0.132], [-0.010, 0.010, 0.005], [-0.005, 0.016, 0.005], [-0.013, 0.004, -0.026], [0.088, -0.017, 0.090], [-0.011, -0.039, -0.029], [-0.009, -0.030, -0.102], [0.171, -0.008, -0.094], [0.042, 0.013, 0.063], [-0.101, 0.208, -0.204], [-0.023, -0.093, -0.162], [0.430, -0.045, 0.411], [-0.029, 0.128, 0.271], [0.036, 0.186, -0.957], [0.005, 0.004, 0.014], [0.014, 0.024, -0.002], [0.016, -0.016, 0.025], [0.124, -0.016, 0.021], [-0.057, 0.003, 0.032], [0.004, -0.145, 0.143], [0.039, -0.006, -0.059], [0.178, 0.058, -0.017], [0.128, 0.117, -0.047], [0.119, -0.043, -0.050], [-0.094, 0.014, -0.006], [0.279, -0.044, 0.191], [-0.002, 0.019, 0.013], [0.041, -0.010, 0.016], [-2.044, -2.889, 1.479], [-0.335, 0.718, 1.061], [0.283, 0.547, -0.208], [0.900, 0.072, -0.718], [-0.159, 0.127, 0.057], [0.508, 0.413, -1.789], [0.033, -0.112, -0.124], [0.051, -0.082, 0.131], [-0.001, 0.056, -0.046], [0.035, -0.100, -0.006], [0.004, 0.071, -0.042]]}

=====

# 2
{"formula": "C27H28N3", "method": "ωB97M-V/def2-TZVPD", "molar_mass_g_mol": 394.54, "max_force_ha_per_bohr": 0.03327, "gap_ev": 5.96, "homo_energy_ev": -10.25, "total_charge": 1, "symbols": ["C", "N", "C", "C", "C", "C", "C", "C", "C", "N", "C", "C", "C", "C", "C", "C", "C", "C", "C", "C", "C", "C", "C", "C", "H", "H", "H", "H", "H", "H", "H", "H", "H", "H", "H", "H", "H", "H", "H", "H", "H", "H", "H", "H", "H", "H", "H", "N", "C", "C", "C", "C", "C", "H", "H", "H", "H", "H"], "coordinates": [[6.0531, 1.6577, -1.4600], [4.6211, 1.4290, -1.4348], [3.6999, 2.3355, -1.8508], [2.3961, 1.8154, -1.6288], [1.1965, 2.4841, -1.8143], [-0.1130, 1.9209, -1.8021], [-0.4348, 0.6359, -2.3187], [-1.6865, 0.0680, -2.1405], [-2.7012, 0.7982, -1.4544], [-3.9188, 0.2330, -1.2132], [-4.3016, -1.0173, -1.8326], [-3.1291, -1.9777, -1.8877], [-1.9498, -1.3280, -2.6079], [-5.0240, 1.0249, -0.7177], [-4.5575, 2.0170, 0.3303], [-3.4401, 2.8927, -0.2267], [-2.4153, 2.1157, -0.9890], [-1.1715, 2.6668, -1.2229], [2.5862, 0.4880, -1.0353], [1.7360, -0.4567, -0.4775], [2.2778, -1.6389, 0.0527], [3.6665, -1.8374, 0.1024], [4.5488, -0.8526, -0.3787], [3.9837, 0.2806, -0.9494], [6.5632, 0.7933, -1.0309], [6.4019, 1.8149, -2.4888], [6.3087, 2.5558, -0.8817], [3.9906, 3.2941, -2.2680], [1.2661, 3.5590, -2.0092], [0.3305, 0.0623, -2.8478], [-5.1247, -1.4324, -1.2403], [-4.6835, -0.8370, -2.8539], [-2.8296, -2.2529, -0.8691], [-3.4368, -2.8900, -2.4036], [-2.1477, -1.3188, -3.6918], [-1.0498, -1.9386, -2.4608], [-5.5115, 1.5653, -1.5495], [-5.7583, 0.3285, -0.2985], [-5.4015, 2.6346, 0.6438], [-4.1893, 1.4771, 1.2106], [-3.8713, 3.6640, -0.8832], [-2.9485, 3.4251, 0.5966], [-0.9628, 3.6850, -0.8846], [0.6648, -0.2731, -0.4493], [1.6010, -2.4062, 0.4344], [4.0589, -2.7609, 0.5293], [5.6300, -0.9530, -0.3218], [0.8648, -1.3758, 3.8578], [1.3424, -2.6000, 3.6199], [1.3311, -3.6292, 4.5857], [0.8068, -3.3549, 5.8524], [0.3154, -2.0716, 6.1075], [0.3669, -1.1127, 5.0714], [1.7539, -2.7872, 2.6240], [1.7312, -4.6050, 4.3150], [0.7829, -4.1259, 6.6236], [-0.1049, -1.7854, 7.0711], [-0.0132, -0.1031, 5.2476]], "forces_ev_per_a": [[0.515, 0.240, -0.150], [-0.971, 1.201, -0.736], [0.252, -1.138, 0.819], [0.076, -0.391, -0.013], [-0.145, 0.219, -0.576], [-0.179, 0.083, -0.254], [-0.281, -0.182, 0.550], [0.715, 0.539, 0.037], [-0.095, -0.033, 0.289], [0.514, 0.287, -0.187], [-0.021, -0.347, -0.311], [0.101, -0.012, 0.115], [-0.062, -0.513, -0.557], [-0.276, 0.386, 0.093], [0.129, -0.040, 0.131], [-0.422, 0.576, 0.116], [0.580, -0.009, -0.221], [-0.069, -0.188, -0.049], [0.759, -0.013, -0.003], [-0.012, -0.669, 0.265], [-0.020, 0.559, -0.190], [0.218, 0.435, -0.292], [-0.383, -0.356, 0.095], [-0.615, -0.035, 0.264], [-0.074, 0.246, -0.121], [-0.116, -0.186, 0.244], [-0.125, -0.332, -0.045], [-0.001, -0.200, 0.096], [-0.077, -0.141, 0.329], [-0.205, 0.158, 0.213], [0.170, 0.010, -0.157], [0.027, -0.021, 0.220], [-0.111, 0.047, -0.106], [0.079, 0.058, 0.076], [0.035, -0.019, 0.217], [-0.140, 0.134, -0.091], [0.074, -0.164, 0.142], [0.095, 0.192, -0.058], [0.084, -0.061, 0.033], [-0.110, 0.001, -0.119], [0.057, -0.140, 0.120], [-0.098, -0.042, -0.177], [-0.117, -0.281, 0.011], [0.282, -0.243, 0.029], [0.260, 0.298, -0.076], [-0.041, 0.305, -0.130], [-0.263, -0.203, 0.096], [0.005, 0.025, 0.052], [-0.200, -0.461, 0.902], [-0.051, 0.647, -0.404], [0.005, 0.232, -0.244], [0.130, 0.362, -0.706], [0.091, -0.843, 0.448], [-0.131, 0.091, 0.337], [-0.118, 0.186, 0.202], [0.007, 0.218, -0.213], [0.137, -0.185, -0.221], [0.133, -0.284, -0.131]]}